Entry 1:
Entry from the OMol25 dataset: a molecular structure, C46H41AuN6O2S3 (wB97M-V/def2-TZVPD).

XYZ file:
```
99
Properties=species:S:1:pos:R:3:forces:R:3
Au 1.5790 -0.0756 -0.9008 0.3183 0.2234 0.0781
N 0.4209 1.5403 -0.5653 -0.3665 -0.6278 -0.2788
S -0.3353 1.7475 0.7082 0.1308 0.3103 0.2807
N -1.5839 0.8166 1.2065 0.0098 0.0891 0.0029
S -2.5726 0.0734 0.2804 0.0195 -0.0188 0.0083
N -2.0015 -0.8423 -0.8405 -0.0377 -0.0356 0.0375
S -0.7706 -1.8592 -0.5094 0.1768 -0.2480 -0.1408
N 0.4946 -1.3732 0.1428 -0.1858 0.4085 0.0446
C -1.3943 -3.1314 0.5487 -0.0103 0.0374 0.0197
C -0.9610 -3.1537 1.8667 0.0150 -0.0270 -0.0061
C -1.4840 -4.1196 2.7124 0.0049 -0.0058 0.0018
C -2.4131 -5.0355 2.2379 -0.0084 0.0117 0.0025
C -2.8245 -5.0023 0.9110 0.0085 -0.0053 0.0015
C -2.3154 -4.0435 0.0513 -0.0102 0.0049 0.0019
C -0.5770 -2.5666 -2.1165 -0.0237 -0.0663 0.0263
C -1.6100 -2.6210 -3.0469 0.0125 0.0823 -0.0340
C -1.3706 -3.2386 -4.2622 -0.0011 -0.0028 0.0085
C -0.1209 -3.7859 -4.5325 0.0108 0.0028 -0.0063
C 0.8975 -3.7225 -3.5928 -0.0188 -0.0096 0.0055
C 0.6750 -3.1162 -2.3655 -0.0374 -0.1068 0.0338
C -3.6701 1.1379 -0.5925 0.0346 0.0220 -0.0166
C -3.7717 1.0917 -1.9746 0.0093 0.0201 -0.0027
C -4.6181 1.9982 -2.5972 -0.0037 -0.0013 0.0002
C -5.3347 2.9167 -1.8421 0.0044 0.0009 -0.0001
C -5.2172 2.9444 -0.4565 -0.0039 -0.0085 0.0057
C -4.3769 2.0511 0.1821 -0.0420 -0.0253 0.0044
C -3.6005 -0.7973 1.4199 -0.0136 0.0415 0.0128
C -3.3610 -0.7497 2.7843 -0.0012 -0.0067 -0.0100
C -4.2188 -1.4454 3.6236 0.0001 -0.0034 0.0024
C -5.2805 -2.1656 3.0953 0.0016 0.0038 0.0013
C -5.4993 -2.2044 1.7223 0.0034 -0.0048 0.0028
C -4.6564 -1.5155 0.8697 -0.0061 -0.0006 -0.0015
C -1.0026 3.3881 0.5700 0.0506 0.0005 -0.0336
C -1.6185 3.6954 -0.6387 0.0288 0.0237 -0.0300
C -2.1629 4.9561 -0.8073 0.0108 0.0023 -0.0079
C -2.0794 5.8963 0.2128 0.0109 -0.0022 0.0077
C -1.4364 5.5832 1.4007 0.0015 0.0081 -0.0204
C -0.8851 4.3226 1.5875 -0.0334 -0.0260 0.0358
C 0.5947 1.6759 2.2271 -0.0285 -0.1664 -0.0445
C 1.9531 1.4214 2.1312 0.0584 0.1170 -0.0382
C 2.7062 1.3046 3.2913 -0.0468 0.0288 0.0142
C 2.0965 1.4549 4.5269 0.0502 -0.0058 -0.0110
C 0.7312 1.7070 4.6128 -0.0332 0.0111 -0.0140
C -0.0324 1.8073 3.4629 -0.0384 -0.1015 0.0293
H -0.2198 -2.4425 2.2042 -0.0054 0.0023 0.0014
H -1.1530 -4.1647 3.7412 -0.0062 0.0043 0.0014
H -2.8133 -5.7885 2.9038 0.0138 -0.0116 -0.0043
H -3.5317 -5.7324 0.5418 -0.0044 0.0052 -0.0011
H -2.6183 -4.0223 -0.9872 -0.0075 0.0047 0.0010
H -2.5713 -2.1770 -2.8303 -0.0064 -0.0178 0.0056
H -2.1584 -3.2934 -5.0010 0.0006 0.0061 -0.0009
H 0.0573 -4.2658 -5.4854 0.0003 0.0024 -0.0025
H 1.8672 -4.1495 -3.8073 0.0035 0.0096 -0.0104
H 1.4581 -3.0704 -1.6190 -0.0231 0.0320 -0.0260
H -3.1980 0.3743 -2.5435 0.0064 0.0036 0.0027
H -4.7206 1.9810 -3.6736 0.0028 0.0040 0.0001
H -5.9947 3.6169 -2.3367 -0.0056 -0.0048 0.0004
H -5.7807 3.6614 0.1245 0.0011 0.0011 -0.0009
H -4.2743 2.0620 1.2607 0.0090 0.0033 -0.0001
H -2.5240 -0.1883 3.1738 -0.0014 -0.0051 -0.0022
H -4.0567 -1.4215 4.6925 0.0015 -0.0005 0.0002
H -5.9482 -2.6997 3.7580 0.0012 -0.0009 0.0005
H -6.3306 -2.7659 1.3189 0.0021 -0.0013 -0.0020
H -4.8200 -1.5304 -0.2013 -0.0016 0.0033 0.0007
H -1.6442 2.9707 -1.4407 0.0046 0.0044 0.0029
H -2.6415 5.2096 -1.7438 -0.0002 -0.0014 0.0006
H -2.5002 6.8828 0.0723 -0.0034 0.0001 0.0035
H -1.3467 6.3239 2.1833 0.0005 -0.0013 0.0014
H -0.3595 4.0965 2.5028 -0.0071 -0.0055 0.0121
H 2.4373 1.3125 1.1707 -0.0328 0.0849 -0.0174
H 3.7656 1.0982 3.2163 -0.0166 -0.0115 0.0321
H 2.6838 1.3732 5.4316 0.0004 -0.0077 -0.0009
H 0.2607 1.8182 5.5802 -0.0031 0.0036 -0.0021
H -1.0996 1.9748 3.5242 0.0062 0.0184 0.0022
C 4.2323 3.7958 -3.6005 0.0015 -0.0026 0.0051
N 4.4973 2.4320 -3.1294 0.0511 0.0357 0.0123
C 5.7340 1.7608 -3.5649 -0.0276 -0.0235 -0.0537
C 3.5690 1.7571 -2.5362 -0.0582 -0.0307 -0.0510
N 2.7396 1.1461 -2.0160 0.0889 0.0441 0.2045
H 4.0470 3.7939 -4.6746 0.0047 0.0014 -0.0022
H 5.1022 4.4124 -3.3838 -0.0023 0.0009 0.0075
H 3.3688 4.2020 -3.0804 -0.0062 -0.0048 -0.0077
H 5.7046 1.5957 -4.6417 0.0070 0.0152 -0.0018
H 5.8260 0.8033 -3.0599 -0.0135 -0.0135 -0.0028
H 6.5749 2.4044 -3.3144 0.0080 -0.0175 0.0179
O 4.4078 -1.1021 -2.5187 -0.0465 0.1339 -0.0733
C 4.1774 -1.3676 -1.3652 -0.1134 -0.0982 0.1198
O 2.9588 -1.5238 -0.8392 0.0648 -0.0455 -0.1388
C 5.2368 -1.5320 -0.3170 0.0211 -0.0391 0.0026
C 5.7807 -0.3806 0.2418 0.0572 -0.0066 0.0294
C 6.7374 -0.4816 1.2423 -0.0071 0.0038 -0.0435
C 7.1485 -1.7320 1.6823 0.0050 0.0008 0.0044
C 6.6054 -2.8785 1.1199 0.0020 -0.0092 0.0010
C 5.6446 -2.7827 0.1238 0.0199 0.0192 -0.0080
H 5.4623 0.5971 -0.1072 0.0104 -0.0141 -0.0148
H 7.1739 0.4144 1.6651 -0.0143 -0.0099 0.0128
H 7.8980 -1.8133 2.4581 0.0063 0.0000 -0.0066
H 6.9340 -3.8529 1.4557 0.0000 -0.0013 0.0040
H 5.2225 -3.6773 -0.3158 -0.0083 -0.0064 0.0114
```
Positions in Å, forces in eV/Å.

Relative energy (zero: lowest compared OMol25 entry of this formula, charge and spin): 0.000 eV
Charge: +2
Frontier orbital gap: 7.3 eV
E_HOMO: -12.8 eV
Largest force on an atom: 0.015 Eh/bohr

Mulliken population analysis, charges in e, atoms 1 to 2: 1.341 -0.804

---

Entry 2:
Entry from the OMol25 dataset: C8H8N2O in the gas phase (wB97M-V/def2-TZVPD).

XYZ file:
```
19
Properties=species:S:1:pos:R:3:forces:R:3
C -0.0339 -2.3701 0.2725 -0.2429 1.1930 3.2902
C 0.5768 -1.0142 -0.0710 -0.7907 -2.2456 0.8630
C 1.5132 -0.8559 -1.1756 0.1364 -1.0922 -0.6181
C 0.1479 -0.0181 0.6634 -0.1299 1.7623 1.6381
C -0.5368 0.4976 1.7805 -0.3042 -0.0525 -0.4804
O -1.0810 0.4558 2.8382 -0.0635 -0.2248 -0.2171
C 0.2490 1.5095 0.9184 0.8829 -0.0819 0.8797
C -0.2740 2.4487 -0.0300 -2.2525 -0.8001 -1.6355
N -1.2387 2.3600 -0.8751 -0.1168 0.2433 -0.4753
C -2.1220 1.4354 -1.1997 -0.3461 -1.1270 0.7371
N -2.9684 0.6937 -1.4963 0.6394 0.5227 0.0115
H -0.7715 -2.2338 1.1566 0.4474 -0.0568 -2.0599
H 0.5949 -3.0891 0.7956 1.0275 0.1625 -0.4625
H -0.3933 -2.8530 -0.5791 -1.0617 -0.7036 -1.2753
H 2.3226 -1.6286 -1.1745 -0.9148 0.4986 -0.3121
H 1.9354 0.0885 -1.0621 1.1408 1.6826 0.0435
H 0.9294 -0.7794 -2.1014 0.3327 -0.5950 -0.1282
H 1.0316 1.9568 1.5606 0.0679 -0.5696 -0.6408
H 0.1188 3.3960 -0.2209 1.5481 1.4841 0.8422
```
Positions in Å, forces in eV/Å.

Relative energy (zero: lowest compared OMol25 entry of this formula, charge and spin): 5.239 eV
Frontier orbital gap: 9.0 eV
SMILES string: CC(C)=C1C(=O)[C@@H]1/C=N\C#N
E_HOMO: -9.6 eV
Largest force on an atom: 0.068 Eh/bohr

Mulliken population analysis, charges in e, atoms 1 to 2: -1.322 1.531

---

Entry 3:
Entry from the OMol25 dataset: C21H18ClFN2O3S in the gas phase (wB97M-V/def2-TZVPD).

XYZ file:
```
47
Properties=species:S:1:pos:R:3:forces:R:3
C 4.5569 -0.7568 2.2403 -0.2511 0.0939 0.0576
C 3.1170 -0.2610 2.1576 0.6085 0.4004 0.0671
N 2.2783 -1.1507 1.3784 -0.0430 0.2134 -0.9328
C 1.9179 -2.4030 1.9275 -0.2176 -0.6163 0.1019
C 0.9794 -2.4299 2.9556 0.0602 0.0443 -0.0656
C 0.5842 -3.6368 3.5014 -0.0181 0.0633 0.0871
C 1.1119 -4.8240 3.0204 0.0214 -0.0884 -0.0301
C 2.0407 -4.7979 1.9945 -0.0282 -0.0600 0.0656
C 2.4518 -3.5932 1.4500 0.0802 0.0200 0.1050
S 2.3054 -0.9898 -0.2763 -0.7048 0.0212 0.2273
O 3.1170 -1.9521 -0.9546 -0.1624 -0.1651 0.1080
O 2.5452 0.3960 -0.5506 -0.0013 0.1666 0.1639
C 0.5558 -1.2944 -0.5821 0.7234 -0.1875 -0.0210
C -0.2740 -0.1932 -0.4888 -0.3461 0.0799 -0.0875
C -1.6488 -0.3272 -0.6442 0.1777 -0.1952 0.0899
C -2.6051 0.8230 -0.5403 0.1782 -0.1914 -0.0064
O -3.7445 0.6649 -0.1553 -0.1437 -0.0098 -0.0102
N -2.0678 2.0095 -0.9321 0.5162 0.1676 -0.1684
C -2.6559 3.2707 -0.9586 -0.1152 0.2591 0.0198
C -3.9544 3.5215 -0.5229 -0.0959 -0.1141 0.0547
C -4.4744 4.8018 -0.5738 0.1020 0.0670 -0.0486
C -3.7147 5.8527 -1.0575 -0.0036 0.0331 -0.0060
C -2.4205 5.6222 -1.4941 -0.0070 -0.0476 0.0095
C -1.8991 4.3439 -1.4438 -0.1092 0.0053 0.0393
Cl -0.2675 4.0674 -1.9920 -0.0047 0.0328 0.0010
C -2.1840 -1.5961 -0.8635 0.0886 0.1003 0.0265
C -1.3636 -2.7015 -0.9651 0.1695 0.0601 0.0137
C 0.0083 -2.5406 -0.8284 -0.0707 -0.1539 -0.0635
F 0.7910 -3.6198 -0.9336 -0.1585 0.1070 -0.0505
H 4.9660 -0.8574 1.2375 0.1181 -0.0054 -0.0618
H 4.5952 -1.7268 2.7325 0.0680 -0.0750 0.0354
H 5.1639 -0.0517 2.8022 0.1095 0.0322 0.0585
H 2.6834 -0.1655 3.1570 -0.0632 0.0107 -0.1518
H 3.0791 0.7059 1.6536 0.0103 0.0264 0.2661
H 0.5637 -1.5011 3.3170 -0.0674 0.1086 0.0059
H -0.1439 -3.6502 4.2989 -0.0561 0.0034 0.0585
H 0.7976 -5.7659 3.4444 -0.0272 -0.0804 0.0292
H 2.4549 -5.7197 1.6154 0.0357 -0.0869 -0.0381
H 3.1669 -3.5682 0.6442 0.0644 -0.0393 -0.0131
H 0.2035 0.7510 -0.2751 -0.0584 0.1785 0.0239
H -1.1184 2.0038 -1.2885 -0.2659 -0.1731 0.0716
H -4.5439 2.7013 -0.1489 0.0029 -0.0128 -0.0011
H -5.4827 4.9765 -0.2318 -0.0920 -0.0003 0.0336
H -4.1217 6.8508 -1.0973 -0.0302 0.0957 -0.0075
H -1.8154 6.4307 -1.8731 0.0858 0.0344 -0.0374
H -3.2552 -1.6935 -0.9545 -0.0771 -0.0206 0.0024
H -1.7633 -3.6866 -1.1461 -0.0023 -0.1023 -0.0215
```
Positions in Å, forces in eV/Å.

Relative energy (zero: lowest compared OMol25 entry of this formula, charge and spin): 0.000 eV
Frontier orbital gap: 9.1 eV
SMILES string: CCN(c1ccccc1)S(=O)(=O)c1cc(C(=O)Nc2ccccc2Cl)ccc1F
E_HOMO: -8.8 eV
Largest force on an atom: 0.019 Eh/bohr

Mulliken population analysis, charges in e, atoms 1 to 2: -1.047 -0.652

---

Entry 4:
Entry from the OMol25 dataset: a molecular structure, C41H51N10OPRuS (wB97M-V/def2-TZVPD).

XYZ file:
```
106
Properties=species:S:1:pos:R:3:forces:R:3
Ru -0.6988 -1.1391 -1.0974 -3.0030 -2.2525 -2.4566
C 0.8185 -2.1021 -4.0291 0.5965 -0.0889 -0.0927
C 1.6961 -3.0953 -3.2824 -0.2224 0.1621 0.1035
C 2.2657 -2.6512 -1.9646 0.1856 -0.0958 -0.3047
C 3.6059 -2.9201 -1.6876 -0.2334 -0.0224 0.0045
C 4.1213 -2.6534 -0.4335 -0.0371 0.0431 0.0612
C 3.2731 -2.1302 0.5321 -0.0182 -0.0868 -0.0678
C 1.9656 -1.8621 0.1793 0.2030 -0.0582 0.3885
N 1.4686 -2.0949 -1.0456 -0.5181 1.0643 0.6139
N -0.5432 -1.8762 -3.5156 0.2816 0.3092 1.4297
C -1.3796 -3.0734 -3.6022 -0.2461 -0.4171 0.1918
C -2.7131 -2.8724 -2.9246 0.1820 -0.2322 -0.3650
C -3.8020 -3.6749 -3.2358 0.1027 0.1162 0.0015
C -5.0200 -3.4216 -2.6272 -0.0229 0.0107 0.0280
C -5.1227 -2.3522 -1.7490 0.1227 0.0180 -0.0845
C -3.9883 -1.6070 -1.4838 -0.3275 0.2418 0.2668
N -2.8062 -1.8765 -2.0431 1.3205 0.5584 0.9469
C -1.1424 -0.8113 -4.3257 -0.2820 0.5504 -0.0577
C -0.7966 0.5521 -3.8121 0.0348 -0.0497 -0.3999
C -0.5682 1.6102 -4.6805 -0.1106 -0.1782 0.1000
C -0.3766 2.8821 -4.1685 0.0054 0.0722 0.1488
C -0.4335 3.0588 -2.7943 -0.0976 -0.0512 -0.1777
C -0.6484 1.9524 -1.9950 -0.0535 0.3194 0.3303
N -0.8126 0.7215 -2.4845 0.4181 -0.9209 1.3025
H 0.7534 -2.4529 -5.0678 -0.1480 0.1019 0.0526
H 1.3216 -1.1319 -4.0459 -0.0680 0.0073 -0.0383
H 2.5261 -3.3367 -3.9449 -0.0205 -0.0462 -0.0092
H 1.1597 -4.0344 -3.1230 0.0658 -0.0702 -0.0739
H 4.2279 -3.3650 -2.4526 -0.0343 0.0115 -0.0245
H 5.1579 -2.8688 -0.2100 -0.0029 0.0098 0.0059
H 3.6165 -1.9458 1.5407 -0.0655 0.0642 -0.0150
H 1.2791 -1.4535 0.9093 0.0550 0.0758 -0.0167
H -0.8645 -3.9084 -3.1285 0.0123 0.0239 -0.0518
H -1.5546 -3.3552 -4.6486 0.1168 0.0467 0.0278
H -3.6994 -4.4778 -3.9548 0.0354 0.0421 -0.0127
H -5.8823 -4.0342 -2.8539 -0.0044 -0.0072 0.0000
H -6.0641 -2.0961 -1.2837 0.0337 0.0433 0.0109
H -4.0269 -0.7578 -0.8145 0.0251 -0.0597 0.0379
H -2.2291 -0.8993 -4.2878 0.0199 -0.0291 -0.0274
H -0.8448 -0.9035 -5.3752 0.0026 -0.1029 0.0810
H -0.5608 1.4406 -5.7487 0.0115 -0.0627 0.0063
H -0.1983 3.7203 -4.8287 0.0068 -0.0067 -0.0125
H -0.3202 4.0397 -2.3528 -0.0060 -0.0641 0.0687
H -0.6984 2.0338 -0.9212 0.1675 -0.0258 0.0314
N -2.8441 -1.8578 2.6700 0.2221 -0.2300 -0.4054
C -3.1543 -0.5110 2.7137 0.1607 0.3315 -0.3817
C -3.8229 0.2702 3.6495 -0.0815 0.0046 0.0531
C -3.9892 1.6051 3.3368 0.0239 -0.1365 0.0061
C -3.5230 2.1394 2.1244 0.0184 -0.0077 -0.1896
C -2.8544 1.3615 1.1999 -0.0242 -0.0540 -0.0446
C -2.6488 0.0194 1.5155 -0.2483 0.5797 0.3369
N -2.0500 -0.9952 0.7951 1.2511 0.1542 -1.2396
C -2.1926 -2.0901 1.5042 -0.1946 -0.2537 0.4175
C -1.7273 -3.3729 1.0249 -0.0846 -0.4704 0.2861
C -1.9485 -4.6018 1.5760 0.0588 0.1518 -0.1014
S -1.2190 -5.8131 0.6279 0.0985 0.3668 -0.1839
C -0.6587 -4.6102 -0.4482 0.1559 -0.5616 -0.1188
N -0.9915 -3.3938 -0.1388 -0.0177 1.6593 0.0037
H -3.0885 -2.5447 3.3642 0.0235 -0.0382 0.0283
H -4.2196 -0.1491 4.5647 0.0248 0.0174 0.0022
H -4.5181 2.2494 4.0259 0.0160 -0.0159 0.0115
H -3.7269 3.1798 1.9034 0.0521 -0.0328 -0.0003
H -2.5333 1.7456 0.2390 0.0098 0.0790 0.1403
H -2.4984 -4.8465 2.4710 0.0073 -0.0257 -0.0123
H -0.0661 -4.8783 -1.3107 0.0394 0.0535 0.0432
O 0.1912 0.6597 0.5651 -0.6479 -1.2010 -1.4178
P 1.1992 1.4100 1.3539 0.4396 2.7588 1.8013
N 1.6779 0.6167 2.7042 -0.1274 -0.2729 -0.2401
C 3.0211 0.7008 3.3142 -0.0074 0.0091 -0.0838
C 2.8834 -0.0841 4.6228 -0.0892 -0.0525 -0.0390
C 1.6705 -0.9966 4.3989 0.0439 0.1249 0.0342
C 0.7409 -0.1329 3.5543 0.0624 0.2246 0.1375
N 0.5307 2.8716 1.9216 0.7834 -1.5637 -0.7540
C 0.5290 3.3182 3.3035 -0.3950 -0.2049 0.5260
C 0.3760 4.8343 3.1951 0.0259 -0.2182 -0.0215
C -0.5649 4.9835 1.9961 0.2004 -0.0654 0.0494
C -0.1454 3.8403 1.0653 0.2101 -0.2098 -0.3690
N 2.5554 1.7796 0.4984 -0.4292 -0.1831 -0.4227
C 2.7042 1.4114 -0.9174 0.3508 -0.0248 0.1805
C 3.1273 2.7205 -1.5720 0.0513 -0.0875 0.0850
C 4.0993 3.3010 -0.5378 -0.1259 -0.0909 -0.0484
C 3.5544 2.8229 0.8240 -0.0736 0.0021 0.1206
H 3.3259 1.7364 3.4892 -0.0441 -0.0709 0.0400
H 3.7606 0.2571 2.6432 0.0080 -0.0153 0.0003
H 2.6916 0.5969 5.4528 -0.0260 -0.0072 -0.0164
H 3.7872 -0.6413 4.8568 0.0257 0.0197 0.0359
H 1.2111 -1.3024 5.3360 -0.0116 -0.0784 0.0011
H 1.9577 -1.8920 3.8439 0.0279 -0.0456 -0.0109
H 0.1544 0.5371 4.1966 0.0139 -0.0202 -0.0635
H 0.0410 -0.7020 2.9375 0.0081 -0.0352 -0.0177
H 1.4285 2.9878 3.8227 -0.0260 0.1513 0.0657
H -0.3453 2.8778 3.8082 0.1573 0.2041 0.2352
H 1.3465 5.2905 2.9925 -0.0075 0.0222 -0.0421
H -0.0256 5.2807 4.1009 0.0136 0.0025 0.0465
H -0.4849 5.9563 1.5184 -0.0510 0.0194 -0.0355
H -1.5984 4.8436 2.3147 -0.0130 0.0086 0.0075
H 0.5545 4.1639 0.2854 -0.0877 0.1922 -0.0914
H -1.0076 3.3763 0.5782 -0.0802 0.1628 -0.0385
H 1.7890 0.9727 -1.3081 -0.0604 0.0288 -0.0148
H 3.5072 0.6701 -1.0012 0.0089 -0.0584 -0.1821
H 2.2556 3.3674 -1.6921 -0.0144 0.0253 0.0011
H 3.5870 2.5731 -2.5472 0.0194 0.0302 -0.0422
H 4.1780 4.3842 -0.5896 -0.0093 0.0017 0.0066
H 5.0959 2.8922 -0.6984 0.0238 0.0059 -0.0202
H 3.0961 3.6337 1.3943 -0.1161 -0.0689 -0.0204
H 4.3577 2.4006 1.4301 -0.0263 0.0456 0.0148
```
Positions in Å, forces in eV/Å.

Relative energy (zero: lowest compared OMol25 entry of this formula, charge and spin): 2.884 eV
Charge: +3
Expectation value of S²: 0.777
Frontier orbital gap (alpha / beta): 5.0 / 5.5 eV
Spin multiplicity: 2
E_HOMO (alpha / beta): -15.0 / -15.0 eV
Largest force on an atom: 0.087 Eh/bohr

Mulliken population analysis, charges in e, atoms 1 to 2: 2.172 -1.053